(1)
Here is a 5-piece molecular cluster, C21H57N4O7 overall in a non-equilibrium geometry from the Open Molecules 2025 dataset. Energies are from wB97M-V/def2-TZVPD.

Summary:
- Energy above the lowest of the compared OMol25 structures with the same formula, charge and spin: 42.3 kcal per mole
- Total energy: -42967.709 eV
- HOMO level: -14.971 eV

The geometry in ORCA input format:
```
! RIJCOSX wB97M-V def2-TZVPD def2/J DEFGRID3
* xyz 3 1
C -1.90296 0.67752 3.08327
N -2.26418 2.08336 2.66295
C -3.29302 2.57914 3.67807
C -0.94230 2.85246 2.80759
C -2.76265 2.08117 1.24018
C -3.88421 1.13854 0.91870
O -3.40697 -0.15445 0.48366
H -1.57900 0.18470 2.16816
H -2.76493 0.07287 3.36972
H -1.20243 0.64769 3.90991
H -4.06750 1.82260 3.62795
H -3.75363 3.49114 3.29451
H -2.80899 2.82249 4.61644
H -0.87333 3.07120 3.86596
H -0.98608 3.72446 2.15708
H -0.14795 2.23246 2.39655
H -1.88510 1.89114 0.62101
H -3.09515 3.10596 1.07176
H -4.55014 1.40396 0.09716
H -4.54727 0.98099 1.77264
H -4.09758 -0.81742 0.58038
C -3.50255 0.20961 -5.14433
N -2.97049 0.25913 -3.69613
C -1.65693 1.02595 -3.77719
C -4.01494 0.99178 -2.91578
C -2.74459 -1.14644 -3.19105
C -4.00274 -1.97388 -2.92637
O -4.74717 -2.17020 -4.09699
H -3.26892 1.22004 -5.47930
H -4.54991 -0.05553 -5.12702
H -2.92003 -0.39714 -5.83472
H -0.97080 0.58463 -4.49203
H -1.26349 1.10153 -2.76374
H -1.91901 2.03736 -4.08512
H -3.75157 1.22694 -1.88785
H -4.92247 0.39792 -2.96049
H -4.17008 1.95665 -3.39616
H -2.21482 -0.96691 -2.25119
H -2.07728 -1.68782 -3.85711
H -4.56547 -1.71741 -2.02629
H -3.58625 -2.97347 -2.72308
H -5.69654 -2.16504 -3.93885
C -1.43568 -4.11848 -0.16095
N -0.87094 -3.79052 1.21775
C -1.99769 -3.67148 2.22059
C 0.19663 -4.80737 1.53842
C -0.22114 -2.41731 1.07595
C 0.66013 -1.87573 2.21763
O -0.10951 -1.73663 3.42004
H -0.70464 -4.43247 -0.90146
H -2.09569 -3.31026 -0.46213
H -2.05003 -5.01406 -0.04281
H -1.51634 -3.63253 3.19025
H -2.65320 -4.53667 2.14713
H -2.51697 -2.77397 1.89890
H 0.89343 -5.06265 0.74586
H -0.28625 -5.75236 1.79608
H 0.64725 -4.47313 2.46951
H -0.95098 -1.68430 0.73979
H 0.47928 -2.62183 0.26296
H 0.93263 -0.85203 1.95893
H 1.56144 -2.45170 2.41899
H 0.20094 -2.34357 4.09879
C 4.84096 2.41217 -0.18952
N 5.82536 1.27400 0.01668
C 6.32355 1.46913 1.43333
C 5.10570 -0.04561 -0.01510
C 6.91743 1.36896 -1.01938
C 8.05507 2.33727 -0.70756
O 7.52464 3.64727 -0.52916
H 5.35476 3.32656 -0.45640
H 4.18880 2.47042 0.67751
H 4.22149 1.98036 -0.97893
H 5.60019 1.18219 2.18651
H 6.64335 2.50690 1.50842
H 7.24672 0.89398 1.52248
H 5.83471 -0.84490 0.11092
H 4.75948 -0.09367 -1.04687
H 4.29238 -0.11346 0.69718
H 6.58086 1.56263 -2.03487
H 7.38365 0.38370 -0.96147
H 8.81764 2.32611 -1.49073
H 8.64717 1.99576 0.14855
H 8.26825 4.22939 -0.33066
O 0.63142 1.96950 0.12160
C 0.97189 0.76621 -0.44078
O 0.12755 0.22285 -1.20790
O 2.10055 0.25295 -0.25114
H -0.09482 2.22871 -0.46573
*
```

(2)
Here is a 7-piece molecular cluster, C21H59N9O10 overall in a non-equilibrium geometry from the Open Molecules 2025 dataset. Energies are from wB97M-V/def2-TZVPD.

Summary:
- Energy above the lowest of the compared OMol25 structures with the same formula, charge and spin: 170.4 kcal per mole
- Total energy: -56612.916 eV
- SMILES: COCCNCCOC.COCCNCCOC.COCCNCCOC.NC(N)=O.NC(N)=O.NC(N)=O.O
- HOMO level: -8.246 eV

The geometry in ORCA input format:
```
! RIJCOSX wB97M-V def2-TZVPD def2/J DEFGRID3
* xyz 0 1
C -5.84178 3.72436 -2.59906
O -6.65470 4.03333 -1.74890
N -5.76346 4.38692 -3.71726
N -4.86289 2.90499 -2.54025
H -6.04961 5.35403 -3.66318
H -5.02543 4.13064 -4.35736
H -4.51355 2.62061 -1.63626
H -4.18491 2.87540 -3.28830
C 3.41858 -4.02664 0.15668
O 3.31215 -2.85505 0.41017
N 3.71445 -4.46610 -0.99758
N 3.38713 -4.94423 1.12517
H 3.77603 -3.89534 -1.82855
H 3.94947 -5.44781 -0.96392
H 3.31571 -5.91901 0.87063
H 3.18142 -4.69798 2.08286
C -1.94836 0.52372 -6.73168
O -2.40867 1.62114 -6.49274
N -1.61760 -0.28144 -5.81518
N -1.59647 0.22275 -7.90934
H -1.26353 -1.17610 -6.12230
H -1.36181 0.13577 -4.93167
H -1.56720 0.91771 -8.64164
H -1.45668 -0.73585 -8.19510
C 3.76020 -1.94230 -5.55538
O 4.39052 -0.89853 -4.83319
C 3.58498 0.32550 -4.79612
C 4.36502 1.48722 -3.98963
N 3.75330 1.75911 -2.70398
C 4.31571 3.01459 -2.18620
C 3.96121 4.29726 -2.96309
O 5.01392 4.55397 -3.86669
C 4.63263 5.47288 -4.96963
H 4.31878 -2.84813 -5.31965
H 3.83766 -1.78920 -6.63180
H 2.81197 -2.29212 -5.14725
H 2.58467 0.15178 -4.39951
H 3.44260 0.61240 -5.83800
H 4.30642 2.37952 -4.61289
H 5.43927 1.30333 -4.00559
H 3.80268 0.93597 -2.12080
H 5.38369 2.84527 -2.04894
H 3.89568 3.20416 -1.19841
H 3.72395 5.14723 -2.32330
H 3.04255 4.06567 -3.50209
H 3.89347 6.22353 -4.68986
H 4.30840 4.93216 -5.85878
H 5.55675 6.02331 -5.14610
C -0.58221 9.07967 6.84889
O -1.16572 8.37170 5.71847
C -1.53984 7.02518 5.96967
C -0.25608 6.14417 6.00406
N -0.60238 4.76876 6.29438
C -1.48989 4.05998 5.41072
C -0.84677 3.66458 4.14575
O 0.40482 2.95172 4.34566
C 0.24170 1.53304 4.64288
H -1.08501 10.04657 6.82899
H 0.46373 9.24587 6.59099
H -0.73794 8.66575 7.84514
H -2.12168 6.76881 5.08433
H -2.17437 6.82847 6.83383
H 0.40104 6.44130 6.82137
H 0.28710 6.11128 5.05963
H 0.15238 4.14240 6.53543
H -2.45287 4.53598 5.22585
H -1.78635 3.07965 5.78375
H -0.65896 4.58288 3.58939
H -1.53182 3.00869 3.60852
H -0.27647 1.09056 3.79212
H -0.48559 1.28585 5.41622
H 1.18527 1.01301 4.80829
C -0.24480 -10.75580 3.03486
O -1.19614 -9.91513 3.71164
C -1.52067 -8.64788 3.17527
C -2.34970 -8.72269 1.90441
N -2.95294 -7.48669 1.64275
C -2.12497 -6.29696 1.26080
C -2.94429 -5.12864 0.77429
O -3.71286 -4.57877 1.80042
C -4.19337 -3.22371 1.69328
H 0.58312 -10.14235 2.67946
H -0.72325 -11.10446 2.11963
H 0.06528 -11.73896 3.38890
H -0.60743 -8.06326 3.06423
H -2.00871 -8.01877 3.91968
H -3.10006 -9.50950 1.98167
H -1.76779 -9.17092 1.09909
H -3.59693 -7.67998 0.88910
H -1.34192 -6.73681 0.64319
H -1.55233 -6.11081 2.16939
H -3.53324 -5.28925 -0.12874
H -2.31387 -4.31831 0.40813
H -3.56897 -2.71004 0.96226
H -4.23511 -2.71073 2.65413
H -5.14746 -3.19071 1.16723
O -0.13110 1.01398 -1.13153
H 0.69829 1.37463 -1.44503
H 0.11486 0.44623 -0.40120
*
```